Entry 1:
# C7H12MnN3

C7H12MnN3 as an isolated structure (ωB97M-V with the def2-TZVPD basis set, the Open Molecules 2025 dataset).

Output
<S²>: 8.989
Highest occupied orbital energy (spin up / spin down) (eV): -0.87 / -0.51
ΔE to the lowest compared entry with this formula, charge and spin (kcal per mole): 11.9
Lowest unoccupied orbital energy (spin up / spin down) (hartree): 0.10452 / 0.10146
Total energy (hartree): -1589.05969

```
! wB97M-V def2-TZVPD RIJCOSX def2/J DEFGRID3
* xyz -1 6
C -3.981 -2.096 -2.409
Mn -0.090 -0.461 -0.932
N 0.836 0.447 -2.583
H -1.732 -0.432 -0.784
H -4.798 -1.945 -1.741
H -3.911 -3.146 -2.745
H -3.068 -1.896 -1.813
H -3.987 -1.415 -3.252
H 1.839 0.276 -2.532
H 0.684 1.458 -2.488
H 0.530 0.188 -3.523
N 4.016 -1.385 3.377
C 3.166 -0.696 2.958
C 2.106 0.122 2.387
C 1.843 1.428 2.840
C 0.818 2.176 2.244
C 0.117 1.631 1.177
N 0.476 0.415 0.677
C 1.378 -0.382 1.324
H 2.441 1.831 3.660
H 0.586 3.186 2.589
H -0.723 2.094 0.661
H 1.454 -1.398 0.908
*
```

Entry 2:
# C11H13NO

One molecule with the formula C11H13NO (ωB97M-V with the def2-TZVPD basis set, the Open Molecules 2025 dataset).

Output
Highest occupied orbital energy (eV): -8.70
Structure (SMILES): N[C@@H]1CCc2ccccc2CC1=O
ΔE to the lowest compared entry with this formula, charge and spin (kcal per mole): 112.3
Lowest unoccupied orbital energy (hartree): 0.01836
Total energy (hartree): -556.77335

```
! wB97M-V def2-TZVPD RIJCOSX def2/J DEFGRID3
* xyz 0 1
N 2.894 -0.526 1.369
C 1.635 -0.442 0.722
C 1.534 -1.601 -0.248
C 0.413 -1.077 -1.189
C -0.794 -0.445 -0.654
C -1.944 -1.152 -0.251
C -3.010 -0.731 0.437
C -3.117 0.740 0.763
C -1.983 1.658 0.298
C -0.930 0.970 -0.340
C 0.353 1.733 -0.738
C 1.580 1.000 0.017
O 2.630 1.686 -0.253
H 2.538 -0.204 2.311
H 3.464 0.249 0.671
H 0.912 -0.267 1.591
H 1.187 -2.400 0.290
H 2.369 -1.756 -0.841
H 0.938 -0.297 -1.918
H 0.157 -1.943 -1.880
H -2.062 -2.173 -0.398
H -3.874 -1.405 0.874
H -4.013 1.130 1.337
H -2.062 2.745 0.634
H 0.384 3.009 -0.831
H 0.801 1.499 -1.772
*
```

Entry 3:
# C2HCl3FN

A 2-piece molecular cluster, C2HCl3FN overall (ωB97M-V with the def2-TZVPD basis set, the Open Molecules 2025 dataset).

Output
<S²>: 2.006
Highest occupied orbital energy (spin up / spin down) (eV): -6.93 / -11.64
ΔE to the lowest compared entry with this formula, charge and spin (kcal per mole): 1.6
Lowest unoccupied orbital energy (spin up / spin down) (hartree): 0.02051 / -0.19578
Total energy (hartree): -1611.77402

```
! wB97M-V def2-TZVPD RIJCOSX def2/J DEFGRID3
* xyz 0 3
C -0.468 -0.232 -0.507
C -0.215 1.191 -0.104
N -0.696 -1.271 -0.940
F 0.786 -2.029 1.065
Cl 1.657 1.490 -0.046
Cl -0.899 2.132 -1.338
Cl -0.958 1.423 1.467
H 0.793 -2.704 0.403
*
```

Entry 4:
# C66H56N9O10SeSn

C66H56N9O10SeSn as an isolated structure (ωB97M-V with the def2-TZVPD basis set, the Open Molecules 2025 dataset).

Output
Highest occupied orbital energy (eV): -5.53
ΔE to the lowest compared entry with this formula, charge and spin (kcal per mole): 0.0
Lowest unoccupied orbital energy (hartree): 0.04612
Total energy (hartree): -6409.59473

```
! wB97M-V def2-TZVPD RIJCOSX def2/J DEFGRID3
* xyz -1 1
Sn 0.438 -0.430 -0.266
C 3.375 -1.138 5.098
C 2.557 -0.388 4.055
C 3.142 0.967 3.731
O 1.219 -0.251 4.546
C 0.300 -0.879 3.647
C 1.269 -1.911 3.009
O 2.445 -1.139 2.868
C 1.115 -2.783 1.739
O 1.170 -2.092 0.546
C 2.385 -3.694 1.746
C 2.524 -4.764 2.624
C 3.673 -5.543 2.617
C 4.699 -5.263 1.728
C 4.567 -4.193 0.853
C 3.421 -3.411 0.863
C -0.061 -3.759 1.834
C -0.388 -4.468 0.681
C -1.263 -5.540 0.726
C -1.869 -5.902 1.922
C -1.583 -5.181 3.071
C -0.674 -4.130 3.027
C -0.451 0.199 2.794
O 0.105 0.398 1.544
C -1.970 -0.052 2.637
C -2.685 -1.160 3.066
C -4.044 -1.294 2.777
C -4.713 -0.309 2.075
C -4.014 0.828 1.671
C -2.665 0.951 1.951
C -0.358 1.525 3.568
C -0.974 1.665 4.810
C -0.896 2.858 5.508
C -0.198 3.934 4.967
C 0.406 3.799 3.728
C 0.322 2.602 3.025
H 3.374 -0.581 6.036
H 4.401 -1.253 4.749
H 2.951 -2.126 5.280
H 3.010 1.631 4.586
H 2.634 1.389 2.865
H 4.204 0.875 3.504
H -0.416 -1.392 4.286
H 1.424 -2.643 3.816
H 1.722 -5.014 3.309
H 3.756 -6.382 3.298
H 5.591 -5.877 1.711
H 5.364 -3.960 0.156
H 3.316 -2.571 0.189
H 0.078 -4.174 -0.249
H -1.482 -6.087 -0.184
H -2.554 -6.741 1.959
H -2.047 -5.450 4.013
H -0.425 -3.624 3.952
H -2.205 -1.959 3.606
H -4.570 -2.183 3.104
H -5.766 -0.416 1.847
H -4.524 1.619 1.132
H -2.114 1.824 1.621
H -1.519 0.829 5.236
H -1.376 2.950 6.475
H -0.130 4.868 5.511
H 0.959 4.633 3.309
H 0.783 2.478 2.052
N -1.718 -1.484 -0.052
C -2.227 -2.084 -1.240
C -2.727 -3.379 -1.213
C -3.111 -4.015 -2.383
C -3.003 -3.342 -3.591
C -2.559 -2.030 -3.602
C -2.192 -1.363 -2.430
C -1.759 0.055 -2.517
C -2.385 0.846 -3.485
C -1.874 2.080 -3.849
C -0.706 2.529 -3.257
C -0.120 1.781 -2.248
C -0.650 0.567 -1.833
H -1.793 -2.108 0.745
H -2.219 -0.632 0.183
H -2.802 -3.888 -0.263
H -3.482 -5.033 -2.347
H -3.266 -3.832 -4.521
H -2.457 -1.508 -4.545
H -3.270 0.465 -3.980
H -2.372 2.671 -4.609
H -0.259 3.470 -3.558
H 0.754 2.177 -1.748
O 0.536 -1.139 -4.065
C 0.821 -1.901 -3.149
O 1.254 -1.636 -1.974
C 0.606 -3.396 -3.347
C -0.117 -3.852 -4.438
C -0.341 -5.210 -4.570
C 0.155 -6.139 -3.674
C 0.884 -5.648 -2.609
C 1.113 -4.297 -2.420
N 1.430 -6.611 -1.631
O 1.871 -6.165 -0.592
O 1.444 -7.789 -1.950
N -1.145 -5.697 -5.707
O -1.404 -6.886 -5.750
O -1.499 -4.885 -6.539
H -0.505 -3.139 -5.151
H -0.017 -7.195 -3.800
H 1.682 -3.932 -1.573
C 1.207 4.725 0.483
C -0.267 4.535 0.352
N -0.838 3.401 0.060
C -2.185 3.663 -0.050
C -2.432 4.976 0.193
N -1.196 5.539 0.459
C -0.925 6.938 0.612
N -1.316 7.677 -0.571
N -2.037 8.811 -0.444
N -2.271 9.300 -1.603
C -1.702 8.471 -2.546
C -1.684 8.556 -3.943
C -1.041 7.551 -4.624
C -0.432 6.472 -3.945
C -0.442 6.372 -2.574
C -1.085 7.410 -1.887
H 1.676 3.746 0.368
H 1.491 5.137 1.454
H 1.601 5.387 -0.294
H -2.885 2.887 -0.319
H -3.334 5.565 0.191
H 0.140 7.058 0.800
H -1.483 7.377 1.437
H -2.163 9.382 -4.452
H -1.001 7.574 -5.705
H 0.050 5.696 -4.525
H 0.000 5.526 -2.067
Se 2.644 0.956 -0.033
C 3.198 1.636 -1.726
C 3.994 2.781 -1.736
C 4.419 3.300 -2.948
N 4.107 2.779 -4.135
C 3.344 1.685 -4.112
C 2.875 1.075 -2.958
H 4.276 3.265 -0.809
H 5.041 4.190 -2.965
H 3.081 1.262 -5.076
H 2.244 0.199 -3.034
*
```

Question: Look up the ΔE to the lowest compared entry with this formula, charge and spin of the first one.
Answer: 11.9 kcal per mole

Question: What is the formula in the third record?
Answer: C2HCl3FN

Please write out number 2 again, unchanged.
# C11H13NO

One molecule with the formula C11H13NO (ωB97M-V with the def2-TZVPD basis set, the Open Molecules 2025 dataset).

Output
Highest occupied orbital energy (eV): -8.70
Structure (SMILES): N[C@@H]1CCc2ccccc2CC1=O
ΔE to the lowest compared entry with this formula, charge and spin (kcal per mole): 112.3
Lowest unoccupied orbital energy (hartree): 0.01836
Total energy (hartree): -556.77335

```
! wB97M-V def2-TZVPD RIJCOSX def2/J DEFGRID3
* xyz 0 1
N 2.894 -0.526 1.369
C 1.635 -0.442 0.722
C 1.534 -1.601 -0.248
C 0.413 -1.077 -1.189
C -0.794 -0.445 -0.654
C -1.944 -1.152 -0.251
C -3.010 -0.731 0.437
C -3.117 0.740 0.763
C -1.983 1.658 0.298
C -0.930 0.970 -0.340
C 0.353 1.733 -0.738
C 1.580 1.000 0.017
O 2.630 1.686 -0.253
H 2.538 -0.204 2.311
H 3.464 0.249 0.671
H 0.912 -0.267 1.591
H 1.187 -2.400 0.290
H 2.369 -1.756 -0.841
H 0.938 -0.297 -1.918
H 0.157 -1.943 -1.880
H -2.062 -2.173 -0.398
H -3.874 -1.405 0.874
H -4.013 1.130 1.337
H -2.062 2.745 0.634
H 0.384 3.009 -0.831
H 0.801 1.499 -1.772
*
```

Question: Which of these has the lowest total energy?
Answer: C66H56N9O10SeSn